Entry 1
The following is a quantum chemistry calculation of a 5-piece molecular cluster, C5H20N2O5 overall, from the OMol25 dataset.

Summary:
SMILES = CCNCC(=O)NC.O.O.O.O
LUMO energy = 0.1 eV
HOMO = -9.17 eV
Kohn-Sham gap = 9.2579 eV

Geometry (Å):
C  2.23  -2.73  -0.42
C  2.01  -1.70  0.70
N  1.14  -0.52  0.47
C  -0.01  -0.47  -0.44
C  0.23  -0.65  -1.92
O  1.33  -0.80  -2.40
N  -0.86  -0.59  -2.75
C  -2.17  -0.10  -2.38
H  2.51  -3.70  -0.01
H  2.91  -2.34  -1.15
H  1.30  -2.84  -0.99
H  1.54  -2.20  1.54
H  3.00  -1.31  0.93
H  1.69  0.29  0.24
H  -0.24  0.59  -0.35
H  -0.86  -0.99  0.01
H  -0.60  -0.85  -3.68
H  -3.00  -0.76  -2.65
H  -2.23  0.03  -1.31
H  -2.37  0.82  -2.90
O  -1.88  2.22  1.25
H  -1.33  1.55  0.84
H  -1.74  3.09  0.85
O  -1.71  -1.38  3.99
H  -0.91  -0.86  4.06
H  -1.82  -1.78  3.13
O  1.16  2.06  3.32
H  1.38  1.20  2.93
H  0.27  2.16  2.95
O  -0.42  3.43  -1.07
H  -1.15  3.24  -1.66
H  -0.43  4.35  -0.81

Entry 2
The following is a quantum chemistry calculation of a 5-piece molecular cluster, C5H20N2O5 overall, from the OMol25 dataset.

Summary:
SMILES = CC(=O)N[C@H](C)CN.O.O.O.O
LUMO energy = 0.5 eV
HOMO = -9.44 eV
Kohn-Sham gap = 9.9279 eV

Geometry (Å):
C  0.58  -0.99  -2.82
C  -0.09  -1.25  -1.49
O  0.28  -2.05  -0.65
N  -1.32  -0.64  -1.34
C  -1.94  -0.65  0.01
C  -3.45  -0.59  -0.19
C  -1.42  0.50  0.87
N  -0.01  0.44  1.26
H  0.11  -0.20  -3.40
H  1.59  -0.67  -2.58
H  0.52  -1.84  -3.50
H  -1.47  0.22  -1.85
H  -1.60  -1.59  0.43
H  -3.82  -1.35  -0.87
H  -4.01  -0.61  0.74
H  -3.65  0.38  -0.66
H  -2.01  0.69  1.76
H  -1.53  1.39  0.23
H  0.17  -0.15  2.06
H  0.55  0.12  0.48
O  -0.14  3.38  2.41
H  0.30  2.61  2.01
H  -0.70  2.97  3.07
O  1.85  2.55  -0.91
H  1.19  2.06  -0.41
H  2.55  2.73  -0.26
O  2.13  -1.88  1.69
H  2.93  -2.36  1.90
H  1.71  -2.35  0.95
O  3.48  0.06  0.32
H  4.25  -0.28  0.78
H  2.94  -0.64  -0.04

The structure with the least stability is entry 1.

Entry 1
The following is a quantum chemistry calculation of an isolated ion of composition C2H3O2S2 and charge -1, from the OMol25 dataset.

Summary:
net charge = -1
SMILES = C=CS(=O)(=O)[S-]
LUMO energy = 3.8 eV
HOMO = -3.77 eV
Kohn-Sham gap = 7.5561 eV

Geometry (Å):
C  -1.21  0.28  -0.62
C  -0.65  -0.15  0.53
S  1.13  -0.45  0.20
O  1.86  -1.26  1.39
O  1.32  -0.98  -1.17
S  1.54  1.47  0.49
H  -2.19  0.84  -0.70
H  -0.77  0.22  -1.64
H  -1.03  0.03  1.52

Entry 2
The following is a quantum chemistry calculation of a 2-piece molecular cluster, C2H3O2S2 overall, from the OMol25 dataset.

Summary:
net charge = -1
LUMO energy (alpha / beta) = 3.0 / 3.0 eV
HOMO (alpha / beta) = -2.66 / -2.66 eV
Kohn-Sham gap (alpha / beta) = 5.6713 / 5.6661 eV

Geometry (Å):
C  1.32  -0.55  -0.11
C  2.06  0.73  -0.58
O  -2.74  1.18  1.66
O  -2.76  -0.99  0.31
S  0.33  0.93  0.11
S  -2.50  0.44  0.42
H  0.94  -1.22  -0.88
H  1.47  -1.14  0.82
H  1.87  0.62  -1.76

The structure with the least stability is entry 2.

Entry 1
The following is a quantum chemistry calculation of a 2-piece molecular cluster, CH3OP overall, from the OMol25 dataset.

Summary:
LUMO energy = 0.8 eV
HOMO = -10.07 eV
Kohn-Sham gap = 10.8239 eV

Geometry (Å):
C  -0.50  -0.14  0.21
O  0.50  -1.02  -0.07
P  1.17  0.48  0.05
H  -1.14  0.23  -0.46
H  -0.99  -0.26  1.62
H  0.96  0.70  -1.36

Entry 2
The following is a quantum chemistry calculation of the molecule CH3OP, from the OMol25 dataset.

Summary:
SMILES = C1OP1
LUMO energy = 0.1 eV
HOMO = -9.51 eV
Kohn-Sham gap = 9.6052 eV

Geometry (Å):
C  -0.18  0.34  -0.12
O  -1.42  0.06  0.79
P  -0.89  -1.10  -0.57
H  0.71  0.25  0.58
H  -0.70  1.21  0.33
H  0.15  -2.00  0.34

Entry 3
The following is a quantum chemistry calculation of the molecule CH3OP, from the OMol25 dataset.

Summary:
SMILES = C1OP1
LUMO energy = 0.7 eV
HOMO = -9.16 eV
Kohn-Sham gap = 9.8189 eV

Geometry (Å):
C  -0.57  -0.46  -0.32
O  0.44  -1.00  0.43
P  1.05  0.55  -0.08
H  -1.41  0.02  0.26
H  -0.67  -0.56  -1.37
H  1.16  1.45  1.08

The structure with the least stability is entry 2.

Entry 1
The following is a quantum chemistry calculation of C21H21F5N2PbS as an isolated structure, from the OMol25 dataset.

Summary:
net charge = +2
LUMO energy (alpha / beta) = -9.4 / -9.4 eV
HOMO (alpha / beta) = -13.70 / -13.70 eV
Kohn-Sham gap (alpha / beta) = 4.3454 / 4.2814 eV

Geometry (Å):
Pb  -0.21  0.27  0.10
C  1.24  -0.06  3.03
C  0.05  -0.80  2.99
C  -1.13  0.17  2.92
C  -0.62  1.42  3.05
C  0.87  1.30  3.09
C  1.81  2.40  3.20
C  -1.38  2.67  3.33
C  -2.55  -0.22  3.14
C  -0.12  -2.23  3.18
C  2.64  -0.57  3.10
H  2.33  2.35  4.17
H  1.35  3.38  3.11
H  2.61  2.29  2.45
H  -1.87  2.57  4.30
H  -2.18  2.83  2.60
H  -0.75  3.55  3.36
H  -2.75  -0.27  4.21
H  -2.79  -1.18  2.70
H  -3.22  0.54  2.72
H  -0.62  -2.41  4.14
H  0.83  -2.77  3.19
H  -0.78  -2.66  2.42
H  3.10  -0.32  4.06
H  3.26  -0.14  2.32
H  2.67  -1.66  3.00
F  3.72  1.67  -5.47
C  2.80  1.86  -4.54
C  2.90  1.21  -3.32
F  3.93  0.41  -3.07
C  1.91  1.37  -2.38
F  2.01  0.69  -1.20
C  0.81  2.19  -2.59
S  -0.47  2.43  -1.41
C  0.74  2.87  -3.80
F  -0.28  3.68  -4.04
C  1.71  2.70  -4.78
F  1.60  3.31  -5.94
N  -2.49  -4.06  -4.22
C  -2.02  -3.17  -3.35
C  -1.27  -2.04  -3.75
C  -0.84  -1.14  -2.82
N  -1.07  -1.27  -1.50
C  -1.77  -2.35  -1.10
C  -2.25  -3.30  -1.96
H  -2.33  -3.95  -5.21
H  -3.04  -4.84  -3.91
H  -1.04  -1.88  -4.80
H  -0.28  -0.27  -3.13
H  -1.95  -2.44  -0.04
H  -2.81  -4.14  -1.57

Entry 2
The following is a quantum chemistry calculation of C21H21F5N2PbS as an isolated structure, from the OMol25 dataset.

Summary:
net charge = +2
LUMO energy = -7.0 eV
HOMO = -14.84 eV
Kohn-Sham gap = 7.8834 eV

Geometry (Å):
Pb  -1.25  0.12  -0.78
C  0.08  1.85  1.36
C  -1.26  2.04  1.24
C  -1.98  0.94  1.92
C  -1.09  0.04  2.40
C  0.30  0.55  2.11
C  1.34  0.46  3.19
C  -1.34  -1.15  3.26
C  -3.47  0.93  2.05
C  -1.94  3.26  0.68
C  1.19  2.79  1.04
H  2.31  0.82  2.85
H  1.42  -0.55  3.57
H  1.02  1.09  4.02
H  -0.71  -1.99  2.98
H  -2.38  -1.47  3.20
H  -1.13  -0.92  4.30
H  -3.98  0.80  1.09
H  -3.81  1.89  2.45
H  -3.81  0.15  2.72
H  -1.32  3.78  -0.05
H  -2.15  3.96  1.49
H  -2.90  3.02  0.23
H  2.06  2.28  0.62
H  1.53  3.29  1.95
H  0.87  3.56  0.35
F  1.36  -6.17  1.30
C  1.28  -4.87  1.15
C  0.26  -4.33  0.38
F  -0.64  -5.11  -0.20
C  0.20  -2.96  0.22
F  -0.79  -2.46  -0.56
C  1.11  -2.09  0.81
S  1.06  -0.34  0.55
C  2.15  -2.67  1.55
F  3.09  -1.90  2.08
C  2.23  -4.04  1.73
F  3.22  -4.56  2.43
N  1.33  1.01  -6.64
C  0.86  0.86  -5.41
C  1.70  0.45  -4.34
C  1.17  0.30  -3.09
N  -0.14  0.52  -2.80
C  -0.94  0.90  -3.82
C  -0.50  1.08  -5.10
H  2.30  0.84  -6.86
H  0.73  1.29  -7.40
H  2.75  0.26  -4.50
H  1.80  -0.01  -2.27
H  -1.98  1.07  -3.59
H  -1.20  1.40  -5.87

The structure with the least stability is entry 1.